(1)
Entry from the OMol25 dataset: one molecule with the formula C21H38N4O5S at a distorted geometry (wB97M-V/def2-TZVPD).

Results
Multiplicity: 1
Energy relative to the best compared isomer or geometry (same formula, charge and spin) (kJ/mol): 0.0
Total charge: 0
Calculated total energy (eV): -49427.4959
LUMO (eV): 0.65
Structure (SMILES): O=C(NCCCN1CCCCC1)C1CCN(S(=O)(=O)N2CCC3(CC2)OCCO3)CC1

Last column: Mulliken charge in e.
Geometry (Å):
O -4.58884 -3.01788 0.56441  -0.716
C -3.49232 -2.51096 0.43384  0.234
N -3.28358 -1.18835 0.32251  0.180
H -2.34777 -0.83288 0.18740  -0.153
C -4.34617 -0.21554 0.24362  -1.031
C -4.43252 0.42255 -1.14496  -0.769
H -5.29068 1.09543 -1.16050  0.403
H -4.59996 -0.35269 -1.89463  0.435
C -3.15155 1.18590 -1.50220  -0.985
N -2.78279 2.13338 -0.46587  0.858
C -1.35651 2.40501 -0.43188  0.353
C -1.01159 3.21971 0.81132  -0.508
C -1.78604 4.53315 0.80935  -0.873
C -3.27457 4.22749 0.68883  -0.765
C -3.53364 3.37165 -0.54748  -0.767
H -4.59740 3.13281 -0.60870  0.318
H -3.26093 3.94577 -1.45452  0.342
H -3.85311 5.15087 0.62217  0.378
H -3.60389 3.67767 1.57196  0.289
H -1.58560 5.09729 1.72242  0.380
H -1.46867 5.14261 -0.04055  0.327
H 0.06378 3.40577 0.83676  0.283
H -1.28219 2.64054 1.69562  0.267
H -0.82348 1.45250 -0.40327  -0.606
H -1.02950 2.95841 -1.33267  0.207
H -2.33086 0.47288 -1.61011  0.328
H -3.28626 1.68062 -2.48084  0.401
H -4.16344 0.57049 0.98103  0.287
H -5.27594 -0.73814 0.47886  0.531
C -2.20280 -3.34262 0.37522  0.443
C -1.23386 -2.90107 1.48327  -0.396
C 0.18968 -3.40225 1.24056  -1.174
N 0.65593 -3.12913 -0.10533  0.071
S 0.94803 -1.51742 -0.43421  1.108
O -0.14578 -0.65079 -0.08251  -0.893
O 1.39668 -1.45413 -1.79127  -0.856
N 2.16018 -1.25652 0.67620  0.236
C 3.42921 -1.84007 0.29675  -1.193
H 4.01791 -1.97014 1.21033  0.542
C 4.19987 -0.96904 -0.69558  -0.995
H 5.18130 -1.40640 -0.88431  0.489
H 3.64892 -0.90598 -1.63366  0.316
C 4.35742 0.45522 -0.13006  1.107
C 2.97904 1.02347 0.21399  -0.577
C 2.26973 0.09178 1.19394  -1.138
H 2.83392 0.04482 2.12956  0.479
H 1.25656 0.44233 1.38963  0.391
H 3.10370 2.01335 0.65221  0.567
H 2.40449 1.10693 -0.70858  0.186
O 5.17459 0.45698 1.02835  -0.472
C 6.50753 0.66923 0.61843  -0.363
H 7.07615 -0.26803 0.65230  0.253
C 6.39100 1.21060 -0.82248  -0.466
H 6.82078 2.20693 -0.93949  0.346
O 5.00286 1.30965 -1.04835  -0.567
H 6.85459 0.52882 -1.54600  0.261
H 6.95958 1.38865 1.30489  0.318
H 3.20782 -2.81470 -0.13918  0.451
C -0.18757 -3.76225 -1.10558  -1.380
C -1.61214 -3.21902 -1.03913  -0.171
H -1.57870 -2.17282 -1.34539  -0.012
H -2.25031 -3.75821 -1.74144  0.578
H -0.16379 -4.84038 -0.92337  0.462
H 0.25918 -3.55092 -2.07770  0.520
H 0.25064 -4.48548 1.38408  0.435
H 0.88590 -2.91389 1.92356  0.488
H -1.59290 -3.28009 2.44187  0.552
H -1.19839 -1.81507 1.54322  0.028
H -2.48090 -4.38839 0.54335  0.397

(2)
Entry from the OMol25 dataset: a 8-piece molecular cluster, C21H38O18 overall at a distorted geometry (wB97M-V/def2-TZVPD).

Results
Multiplicity: 1
Energy relative to the best compared isomer or geometry (same formula, charge and spin) (kJ/mol): 0.0
Total charge: 0
Calculated total energy (eV): -59249.3179
LUMO (eV): -0.43
Structure (SMILES): C[C@H]1COC(=O)O1.C[C@H]1COC(=O)O1.C[C@H]1COC(=O)O1.C[C@H]1COC(=O)O1.C[C@H]1COC(=O)O1.CO.O.O

Last column: Mulliken charge in e.
Geometry (Å):
O -0.42614 19.54602 -0.98250  -0.589
H 0.19510 20.26812 -0.84714  0.307
H -0.66816 19.60990 -1.91087  0.293
O 0.80069 16.50863 4.50512  -0.608
H 1.50572 16.05607 4.97928  0.291
H 0.14186 16.70901 5.17706  0.265
C 1.18053 17.18738 -5.57472  -1.476
C 1.55101 16.44518 -4.32491  0.803
C 1.23765 17.19331 -3.01901  0.599
O 0.47232 16.27275 -2.24258  -0.366
C 0.30946 15.11885 -2.93129  0.546
O -0.20958 14.14536 -2.48323  -0.543
O 0.80619 15.22464 -4.17614  -0.432
H 0.33925 17.87239 -5.46471  0.351
H 0.91714 16.51945 -6.39886  0.407
H 2.01971 17.76854 -5.95886  0.332
H 2.61028 16.18356 -4.33101  0.202
H 0.71873 18.13907 -3.16630  0.340
H 2.14203 17.42982 -2.45391  -0.691
C 3.02150 14.03285 -0.58739  -1.984
C 3.80798 15.29257 -0.78783  2.388
C 4.70627 15.59283 0.43486  0.382
O 6.00561 15.76508 -0.12517  -0.353
C 5.96129 15.64258 -1.46336  0.369
O 6.87813 15.84645 -2.18879  -0.577
O 4.73497 15.24790 -1.88068  -0.461
H 2.48375 13.59751 -1.43248  0.391
H 2.17808 14.29426 0.06284  0.271
H 3.59344 13.24719 -0.09493  0.457
H 3.16085 16.15920 -0.93274  -0.932
H 4.68193 14.75519 1.13186  0.558
H 4.38371 16.47407 0.98156  -0.640
C 4.79569 18.51912 3.20984  -0.882
C 6.15613 18.95011 3.69922  0.496
C 7.35498 18.05768 3.32168  -0.279
O 8.19708 18.89951 2.54682  -0.355
C 7.69849 20.15020 2.48323  0.707
O 8.22169 21.08172 1.97311  -0.529
O 6.48843 20.20601 3.09655  -0.413
H 4.75801 18.00090 2.25070  -0.305
H 4.17274 19.41514 3.20514  0.350
H 4.26784 17.83040 3.87832  0.476
H 6.10290 19.09959 4.77854  0.337
H 7.03801 17.20940 2.71151  0.145
H 7.89005 17.66953 4.18611  0.283
C 0.20408 13.00531 1.49990  -1.235
C -0.83220 12.98260 2.59347  0.293
C -1.22159 14.38060 3.08057  -0.093
O -2.64620 14.35306 3.12148  -0.375
C -3.10774 13.31545 2.38716  0.626
O -4.24541 13.14302 2.10132  -0.531
O -2.09688 12.49432 2.03621  -0.402
H -0.16646 13.52111 0.61707  0.353
H 0.59958 12.03238 1.21315  0.414
H 1.06360 13.55132 1.91574  0.271
H -0.65078 12.27483 3.40106  0.377
H -0.87197 15.18913 2.44045  0.131
H -0.83630 14.54244 4.08348  0.227
C 5.60429 19.11942 -0.50047  -0.840
C 5.39356 19.75050 -1.85022  0.422
C 6.11150 19.12110 -3.04058  -0.279
O 5.14905 19.17263 -4.07761  -0.360
C 3.96170 19.59143 -3.60073  0.592
O 2.99386 19.80197 -4.26088  -0.567
O 3.98780 19.64172 -2.24569  -0.304
H 5.39897 19.68790 0.40084  0.511
H 6.62046 18.71480 -0.47948  0.346
H 4.94381 18.24349 -0.48090  -0.343
H 5.51141 20.83768 -1.80291  0.323
H 6.47936 18.11070 -2.86476  0.187
H 6.99150 19.73480 -3.24595  0.279
C 1.73870 17.75256 1.05779  -0.424
O 2.11716 16.60243 1.79046  -0.305
H 0.72826 17.73143 0.64757  0.349
H 1.87559 18.68089 1.62695  0.390
H 2.42579 17.87860 0.21311  -0.122
H 1.71680 16.66153 2.66457  0.155